103
Properties=species:S:1:pos:R:3:forces:R:3 method="wB97M-V/def2-TZVPD" homo_energy_ev=-11.2 orbital_gap_ev=11.5092 charge=0 multiplicity=1
C 3.542728 -9.283150 -3.631910 -0.13 0.12 0.00
C 4.660613 -8.281242 -3.806451 0.15 -0.25 0.00
O 4.142505 -6.954871 -4.066967 0.00 0.00 -0.02
C 3.739747 -6.270021 -3.012946 0.00 0.08 -0.07
O 3.753247 -6.605769 -1.867465 -0.01 -0.05 0.08
C 3.265064 -4.869900 -3.464817 0.06 -0.18 0.04
F 2.472131 -4.944313 -4.536536 -0.01 0.03 -0.04
F 4.330896 -4.122181 -3.785949 0.03 0.09 -0.02
F 2.604375 -4.262168 -2.488251 -0.02 0.06 0.02
H 2.887584 -9.277999 -4.503002 0.03 -0.04 -0.02
H 3.961274 -10.282336 -3.516833 0.01 -0.01 0.00
H 2.945232 -9.055358 -2.750336 0.04 -0.01 0.03
H 5.267292 -8.510992 -4.678767 -0.03 0.07 -0.04
H 5.310746 -8.242565 -2.933663 -0.06 0.07 0.04
C 0.198166 0.124877 -1.309629 0.28 0.03 0.04
C -0.011866 1.008421 -0.103459 -0.27 -0.13 0.01
O 1.195868 1.724627 0.251538 -0.01 0.00 0.02
C 1.453034 2.809566 -0.459962 0.07 0.04 0.08
O 0.812271 3.266386 -1.356767 -0.04 -0.01 -0.10
C 2.734192 3.484118 0.082307 -0.20 -0.13 -0.08
F 3.713131 2.593189 0.275991 0.07 -0.02 0.00
F 2.454186 4.054918 1.259509 0.12 0.18 0.03
F 3.167207 4.412596 -0.757013 0.04 0.07 0.01
H 1.032385 -0.557378 -1.136879 -0.03 -0.03 0.02
H -0.696082 -0.460311 -1.507490 -0.02 0.00 0.00
H 0.419851 0.718719 -2.195763 -0.07 0.02 0.00
H -0.248851 0.419809 0.780185 0.08 0.01 0.03
H -0.815271 1.726669 -0.261579 0.07 0.07 -0.03
C 1.309354 2.757445 3.855748 -0.10 0.11 0.20
C 0.627756 1.505641 4.351257 0.20 -0.10 -0.26
O -0.171585 1.778476 5.529026 -0.08 -0.04 -0.01
C -1.348896 2.329267 5.307426 0.04 0.00 0.14
O -1.841893 2.618021 4.257499 -0.03 0.01 -0.10
C -2.084865 2.542581 6.650322 0.09 0.00 -0.14
F -1.282747 3.072728 7.572907 0.00 0.03 0.06
F -2.535235 1.366216 7.110622 -0.04 -0.04 0.04
F -3.126799 3.349602 6.478872 0.01 0.06 0.00
H 1.910756 3.201538 4.649799 0.05 -0.03 -0.02
H 1.957540 2.519492 3.016443 0.00 -0.05 0.00
H 0.579184 3.496469 3.528872 0.02 -0.04 -0.10
H 1.345824 0.754228 4.670252 -0.03 0.03 0.13
H -0.009065 1.064687 3.584872 -0.10 0.06 0.04
C -5.956039 3.056919 7.548481 -0.18 0.15 0.01
C -7.023957 2.551165 8.490565 0.18 -0.24 0.01
O -7.956177 3.598100 8.848331 0.00 0.00 0.02
C -8.904978 3.855404 7.966367 -0.04 0.07 0.08
O -9.089590 3.322533 6.913670 0.01 -0.04 -0.08
C -9.830393 4.968724 8.511967 0.10 -0.11 -0.09
F -9.125285 5.979123 9.025472 0.00 0.07 0.03
F -10.611625 4.467965 9.477353 -0.05 0.01 0.05
F -10.604684 5.440834 7.543786 -0.05 0.04 -0.01
H -5.439841 3.913283 7.981743 0.05 -0.04 0.03
H -5.230600 2.268170 7.361566 0.00 -0.02 0.01
H -6.388941 3.362242 6.596536 0.01 -0.05 -0.02
H -6.595825 2.232772 9.438011 -0.03 0.08 0.04
H -7.575531 1.714041 8.064772 -0.07 0.07 -0.05
C 7.159501 -2.772135 -5.598358 -0.07 -0.16 -0.10
C 8.553763 -3.211098 -5.215863 -0.02 0.27 0.15
O 8.794294 -4.583819 -5.602918 0.02 -0.02 0.03
C 9.112777 -4.785203 -6.869090 0.01 -0.11 0.04
O 9.237595 -3.969088 -7.731233 0.00 0.07 -0.06
C 9.357869 -6.294647 -7.104226 -0.04 0.18 0.00
F 8.397314 -7.035624 -6.542459 -0.03 -0.07 0.01
F 10.529699 -6.648807 -6.562933 0.05 -0.06 0.02
F 9.392413 -6.561179 -8.402412 0.02 -0.05 -0.04
H 6.419159 -3.448761 -5.172410 0.00 0.04 0.05
H 6.970333 -1.767515 -5.221584 0.02 0.01 0.01
H 7.031714 -2.765434 -6.680038 0.05 0.05 0.00
H 8.687449 -3.205894 -4.136834 0.00 -0.09 0.00
H 9.317107 -2.573315 -5.659282 0.01 -0.07 -0.10
C -3.948735 5.427903 3.088007 0.15 -0.03 0.07
C -3.378941 6.671014 2.442173 -0.31 -0.03 -0.11
O -2.150502 7.078073 3.090017 0.03 0.03 -0.02
C -1.065006 6.422725 2.723895 -0.01 0.07 0.11
O -0.973750 5.554173 1.908711 0.00 -0.08 -0.08
C 0.158705 6.945146 3.513060 -0.25 -0.18 -0.12
F -0.121347 7.070173 4.812711 0.04 0.03 0.08
F 0.543034 8.137682 3.048315 0.05 0.03 -0.01
F 1.158801 6.083880 3.376471 0.26 0.05 0.05
H -4.096573 5.588307 4.156157 -0.05 0.01 0.00
H -4.910505 5.187663 2.635648 -0.02 0.01 -0.01
H -3.283010 4.575107 2.959744 -0.02 0.00 -0.02
H -4.044946 7.522093 2.561249 0.06 0.04 0.06
H -3.189079 6.525527 1.379748 0.09 -0.03 0.02
C -0.467961 -3.239434 -4.193729 0.27 0.01 0.04
C -0.046093 -1.876006 -4.744327 -0.14 -0.06 -0.19
C -1.178068 -0.859990 -4.818870 0.32 0.22 -0.11
O -1.884568 -0.777237 -3.571195 -0.30 -0.27 0.01
B -3.206520 -1.078267 -3.586304 -0.38 0.49 0.68
O -4.137485 -0.300857 -4.282563 0.58 -0.55 -0.89
B -5.081215 -1.040732 -4.974196 -0.34 0.35 0.63
O -5.613218 -2.149011 -4.332151 0.49 -0.50 -0.91
B -4.607818 -2.877567 -3.724862 -0.46 0.44 0.68
F -4.462095 -4.162025 -3.982336 -0.18 -0.19 0.24
O -3.701053 -2.212264 -2.930186 0.66 -0.25 -0.66
H -1.157228 -3.139109 -3.354361 -0.03 -0.02 -0.10
H -0.914387 -3.856654 -4.977227 -0.17 0.05 0.12
H 0.404914 -3.780498 -3.826558 -0.10 0.02 -0.07
H 0.791881 -1.456151 -4.182902 -0.11 -0.04 0.11
H 0.294456 -2.001911 -5.778986 0.18 0.07 0.13
H -0.771028 0.129644 -5.042791 -0.12 -0.05 -0.03
H -1.857008 -1.134224 -5.636136 -0.09 0.06 0.14
H -5.352156 -0.805658 -6.106220 -0.24 0.23 0.13

16
Properties=species:S:1:pos:R:3:forces:R:3 method="wB97M-V/def2-TZVPD" homo_energy_ev="-18.8 / -18.0" s_squared=2.005 orbital_gap_ev="10.1396 / 4.3092" charge=+2 multiplicity=3
F 3.022107 -0.908666 1.019546 -0.60 0.01 -0.45
C 2.657061 0.087863 0.252875 2.66 1.34 2.04
F 3.673039 0.504042 -0.465574 -0.57 -0.34 -0.12
C 1.524026 -0.499280 -0.859305 -0.71 -1.98 -2.14
F 1.560654 -1.814131 -0.818564 0.25 0.44 0.37
F 1.876266 -0.130584 -2.063213 -0.22 0.49 0.51
B -0.049244 -0.058495 -0.488750 -0.92 0.71 -0.27
O -1.008879 -0.957580 -0.901769 0.70 1.24 1.84
B -2.103688 -1.011829 -0.032707 -0.85 -1.29 -0.22
O -2.482678 0.086002 0.799868 2.25 0.43 -1.52
B -1.638369 1.213533 0.601513 0.09 0.85 0.31
O -0.323547 1.135548 0.140092 -0.74 -1.80 -0.05
H 2.278741 0.933357 0.872929 -0.61 -0.37 -0.59
H -2.745444 -2.000203 0.042043 0.00 0.17 -0.11
H -2.100106 2.296046 0.801943 -0.06 -0.07 0.16
Ni -4.139938 1.124377 1.099075 -0.66 0.16 0.23

41
Properties=species:S:1:pos:R:3:forces:R:3 method="wB97M-V/def2-TZVPD" homo_energy_ev=-17.7 orbital_gap_ev=5.5643 charge=+3 multiplicity=1
Pt 0.170451 -0.835911 -0.596734 -0.06 0.29 -0.98
I 5.066140 1.530860 4.749497 -0.11 -0.03 -0.05
C 3.330036 1.069651 3.846297 0.06 0.00 0.08
C 2.291678 0.471540 4.578148 -0.01 -0.02 0.12
C 1.113117 0.154213 3.962215 0.01 -0.07 0.14
I -0.448098 -0.650170 4.966901 0.09 0.03 -0.03
C 0.953232 0.402399 2.484855 -0.20 0.01 -0.24
O -0.036915 0.037460 1.888307 0.14 0.11 0.31
C 2.049435 1.113546 1.769124 0.13 0.02 -0.02
C 1.815276 1.610882 0.364365 -0.01 0.01 0.00
N 1.686127 0.581414 -0.714508 0.16 -0.26 0.09
C 1.440959 1.256437 -2.029773 -0.05 -0.02 0.04
C -0.009068 1.646431 -2.079958 0.01 0.15 -0.04
C -0.472747 2.768057 -2.736555 -0.01 -0.03 0.00
C -1.834788 3.041811 -2.721249 0.01 0.02 -0.01
C -2.687252 2.196706 -2.029480 0.00 -0.03 0.00
C -2.155923 1.094055 -1.389220 -0.09 -0.05 -0.08
N -0.848426 0.819241 -1.427651 0.05 -0.09 0.48
C 3.176539 1.405980 2.435684 -0.03 -0.02 -0.13
H 2.430640 0.278333 5.633847 -0.01 -0.01 0.00
H 0.908371 2.218956 0.349098 -0.03 -0.06 0.01
H 2.652265 2.255993 0.090520 -0.04 0.05 0.02
H 2.577235 0.092173 -0.775007 0.03 0.07 -0.04
H 2.097959 2.118087 -2.152784 -0.02 0.02 0.00
H 1.671622 0.536870 -2.817424 -0.02 0.00 0.01
H 0.219372 3.416848 -3.256309 0.00 0.00 0.00
H -2.221938 3.910859 -3.236343 0.00 0.00 0.00
H -3.750578 2.383228 -1.983067 0.00 -0.01 0.00
H -2.783335 0.403149 -0.845117 0.00 0.05 -0.01
H 3.997735 1.923428 1.954526 -0.02 0.01 -0.02
I 1.232005 -3.082980 -1.778109 -0.20 -0.07 0.48
C -0.775315 -3.387156 -1.198861 0.08 -0.08 -0.09
C -1.478267 -4.557326 -1.326354 -0.01 0.01 0.00
C -2.778394 -4.562479 -0.824773 0.01 0.03 0.02
C -3.287646 -3.423353 -0.217092 0.01 0.02 -0.02
C -2.499802 -2.290167 -0.132557 -0.08 0.01 -0.04
N -1.258384 -2.275726 -0.635185 0.21 -0.02 -0.03
H -1.039361 -5.430679 -1.787866 -0.01 0.00 -0.01
H -3.380656 -5.458195 -0.903290 0.00 0.00 0.00
H -4.289511 -3.406920 0.187544 0.00 0.00 0.01
H -2.843794 -1.377545 0.334337 0.00 -0.06 0.05

Calculated DFT total energy, -115048.6937; -62190.5592; -52947.6732 eV (same order as the records).